DFT (ωB97M-V with the def2-TZVPD basis set) results for 2 unconnected molecules or ions with the total composition C5H12N3.

As for the frontier orbital gap: 7.38 eV. The total energy is -361.71087 hartree. The energy above the lowest of the compared OMol25 structures with the same formula, charge and spin comes out at 35.92 kcal/mol.

The geometry in ORCA input format:
```
! wB97M-V def2-TZVPD RIJCOSX def2/J DEFGRID3
* xyz 1 1
C 2.01 -2.63 -1.47
C 1.31 -2.33 -0.36
C -2.05 1.68 -1.16
C 0.97 0.47 2.10
C 1.51 -1.12 0.36
N -3.20 2.35 -1.30
N 0.81 -0.76 1.38
N -1.26 1.68 -0.17
H 1.84 -3.53 -2.02
H 2.77 -1.96 -1.85
H 0.55 -3.01 0.00
H -1.77 1.05 -2.00
H 1.29 1.27 1.43
H 0.02 0.75 2.56
H 1.71 0.36 2.90
H 2.27 -0.43 0.01
H -3.74 2.31 -2.15
H -3.54 2.95 -0.56
H 0.08 -1.38 1.71
H -1.55 2.29 0.60
*
```



DFT (ωB97M-V with the def2-TZVPD basis set) results for a single C6H10O molecule.

As for the frontier orbital gap: 9.68 eV. The total energy is -309.79636 hartree. As for the SMILES: C=C[C@H](C)C(C)=O. The energy above the lowest of the compared OMol25 structures with the same formula, charge and spin comes out at 28.87 kcal/mol.

The geometry in ORCA input format:
```
! wB97M-V def2-TZVPD RIJCOSX def2/J DEFGRID3
* xyz 0 1
C 1.24 1.16 1.01
C 1.52 0.04 0.32
C 0.57 -0.71 -0.52
C 0.04 0.02 -1.74
C -0.47 -0.81 0.81
C -1.76 -0.07 0.61
O -0.32 -1.67 1.65
H 1.97 1.59 1.68
H 0.38 1.78 0.82
H 2.42 -0.50 0.57
H 0.92 -1.72 -0.73
H -0.09 1.08 -1.55
H -0.91 -0.39 -2.07
H 0.77 -0.06 -2.55
H -2.24 0.07 1.58
H -1.63 0.88 0.10
H -2.42 -0.70 0.01
*
```



DFT (ωB97M-V with the def2-TZVPD basis set) results for a molecular structure, C40H45As3N11OS2SeTl.

As for the frontier orbital gap: 4.54 eV. The total energy is -12306.52040 hartree. The energy above the lowest of the compared OMol25 structures with the same formula, charge and spin comes out at 9.59 kcal/mol.

The geometry in ORCA input format:
```
! wB97M-V def2-TZVPD RIJCOSX def2/J DEFGRID3
* xyz -2 1
Tl 0.20 -0.78 0.08
C 5.25 -0.49 3.47
N 3.82 -0.37 3.27
C 3.14 0.26 2.30
N 1.85 0.10 2.47
C 1.78 -0.68 3.59
N 2.95 -0.98 4.10
C 5.74 -1.91 3.32
C 6.09 -2.65 4.44
C 6.55 -3.95 4.30
C 6.66 -4.52 3.04
C 6.30 -3.79 1.91
C 5.82 -2.49 2.06
C 6.38 -4.40 0.60
N 6.80 -5.58 0.28
N 6.63 -5.72 -1.07
C 6.11 -4.61 -1.50
O 5.95 -3.72 -0.49
C 5.65 -4.28 -2.83
C 5.56 -5.26 -3.81
C 5.00 -4.95 -5.04
C 4.52 -3.68 -5.29
C 4.61 -2.69 -4.32
C 4.05 -1.31 -4.61
N 3.58 -0.62 -3.43
C 2.79 -1.08 -2.44
N 2.61 -0.14 -1.54
C 3.31 0.90 -2.04
N 3.93 0.65 -3.18
C 5.19 -2.99 -3.10
H 5.48 -0.14 4.48
H 5.73 0.17 2.75
H 3.60 0.81 1.49
H 0.85 -1.03 3.99
H 5.99 -2.21 5.42
H 6.80 -4.53 5.18
H 7.02 -5.54 2.91
H 5.51 -1.93 1.18
H 5.92 -6.26 -3.58
H 4.92 -5.71 -5.80
H 4.04 -3.44 -6.24
H 3.24 -1.41 -5.32
H 4.80 -0.66 -5.05
H 2.36 -2.07 -2.41
H 3.34 1.87 -1.56
H 5.27 -2.23 -2.33
C 0.03 3.14 1.97
As -1.06 1.50 2.08
C -1.04 1.41 4.06
C -2.75 2.55 1.88
C -4.14 1.87 1.87
C -5.17 2.96 2.21
C -4.51 1.32 0.49
As -3.50 -0.20 -0.32
C -4.65 -1.70 0.24
C -4.43 0.05 -2.05
C -4.19 0.77 2.94
As -5.91 -0.16 3.22
C -6.64 0.99 4.67
C -5.17 -1.50 4.44
H -0.32 3.91 2.67
H -0.01 3.53 0.95
H 1.07 2.90 2.20
H -1.60 2.23 4.52
H 0.00 1.46 4.40
H -1.45 0.45 4.39
H -2.63 3.10 0.94
H -2.74 3.28 2.69
H -5.07 3.80 1.51
H -5.02 3.34 3.22
H -6.19 2.57 2.13
H -4.42 2.13 -0.24
H -5.57 1.01 0.51
H -5.71 -1.45 0.18
H -4.40 -2.00 1.26
H -4.44 -2.55 -0.41
H -5.49 0.25 -1.90
H -4.31 -0.85 -2.65
H -3.97 0.88 -2.59
H -3.88 1.18 3.91
H -3.47 -0.01 2.67
H -7.12 1.88 4.26
H -5.85 1.30 5.35
H -7.38 0.42 5.23
H -4.52 -2.20 3.91
H -5.97 -2.08 4.91
H -4.58 -1.02 5.22
S -0.48 1.41 -1.82
C -0.05 0.63 -3.31
C 0.54 1.44 -4.30
C 0.94 0.95 -5.54
C 1.63 1.78 -6.46
N 2.20 2.47 -7.19
C 0.69 -0.40 -5.85
C 0.08 -1.21 -4.89
C -0.26 -0.76 -3.61
S -0.89 -1.93 -2.51
C 1.10 -0.95 -7.10
N 1.46 -1.41 -8.09
H 0.70 2.48 -4.06
H -0.12 -2.25 -5.12
Se -1.50 -4.16 3.97
C -1.43 -2.74 2.92
N -1.40 -1.79 2.24
*
```



DFT (ωB97M-V with the def2-TZVPD basis set) results for a single C3H7N5 molecule.

As for the frontier orbital gap: 8.92 eV. The total energy is -392.19126 hartree. As for the SMILES: [H]/N=c1/nnn(C)n1C. The energy above the lowest of the compared OMol25 structures with the same formula, charge and spin comes out at 67.64 kcal/mol.

The geometry in ORCA input format:
```
! wB97M-V def2-TZVPD RIJCOSX def2/J DEFGRID3
* xyz 0 1
H -1.50 2.33 0.87
N -0.50 2.41 1.13
C 0.12 1.31 0.88
N 1.52 1.13 1.18
N 1.90 0.08 0.61
N 0.86 -0.48 -0.14
C 0.82 -1.94 -0.10
N -0.24 0.18 0.11
C -1.20 0.39 -0.90
H 0.30 -2.26 0.80
H 1.90 -2.16 0.02
H 0.41 -2.38 -0.99
H -2.02 1.13 -0.58
H -0.73 0.85 -1.76
H -1.64 -0.59 -1.14
*
```



DFT (ωB97M-V with the def2-TZVPD basis set) results for a single C4H4N2O molecule.

As for the frontier orbital gap: 8.34 eV. The total energy is -339.47868 hartree. As for the SMILES: N=C=C/N=C\C=O. The energy above the lowest of the compared OMol25 structures with the same formula, charge and spin comes out at 64.62 kcal/mol.

The geometry in ORCA input format:
```
! wB97M-V def2-TZVPD RIJCOSX def2/J DEFGRID3
* xyz 0 1
N -1.19 -0.71 1.84
C -0.32 0.06 1.48
C 0.74 0.77 1.10
N 1.39 0.67 -0.12
C 0.94 0.10 -1.17
C -0.41 -0.49 -1.44
O -1.45 -0.08 -0.98
H -2.15 -0.43 1.64
H 1.21 1.41 1.84
H 1.63 0.05 -2.03
H -0.41 -1.35 -2.15
*
```



DFT (ωB97M-V with the def2-TZVPD basis set) results for 9 unconnected molecules or ions with the total composition C48H115BO8.

As for the frontier orbital gap: 10.07 eV. The total energy is -2524.37948 hartree. As for the SMILES: BCCCCCCCCCCCCCCCC.CCOCC.CCOCC.CCOCC.CCOCC.CCOCC.CCOCC.CCOCC.CCOCC.

The geometry in ORCA input format:
```
! wB97M-V def2-TZVPD RIJCOSX def2/J DEFGRID3
* xyz 0 1
B -2.00 -6.13 -0.43
C -1.02 -4.91 -0.48
C -1.31 -3.85 0.60
C -2.79 -3.49 0.73
C -3.01 -2.17 1.45
C -4.46 -1.70 1.42
C -4.76 -0.82 0.21
C -6.24 -0.44 0.06
C -6.88 -0.86 -1.27
C -7.67 -2.18 -1.26
C -8.78 -2.31 -0.22
C -9.34 -3.74 -0.12
C -9.71 -4.14 1.31
C -8.53 -4.26 2.30
C -7.20 -4.75 1.73
C -7.24 -6.18 1.19
C -6.37 -6.38 -0.05
H -2.61 -6.48 -1.39
H -2.16 -6.71 0.60
H -0.02 -5.32 -0.30
H -0.98 -4.44 -1.46
H -0.91 -4.17 1.57
H -0.77 -2.93 0.34
H -3.24 -3.44 -0.27
H -3.32 -4.29 1.28
H -2.64 -2.24 2.48
H -2.39 -1.41 0.95
H -5.13 -2.57 1.38
H -4.72 -1.16 2.33
H -4.42 -1.35 -0.70
H -4.14 0.09 0.27
H -6.78 -0.90 0.89
H -6.37 0.64 0.20
H -6.07 -0.99 -2.00
H -7.51 -0.06 -1.68
H -8.12 -2.31 -2.25
H -6.96 -3.01 -1.15
H -8.43 -2.00 0.76
H -9.59 -1.63 -0.51
H -8.61 -4.45 -0.53
H -10.23 -3.84 -0.74
H -10.41 -3.39 1.70
H -10.28 -5.08 1.29
H -8.83 -4.94 3.10
H -8.37 -3.29 2.79
H -6.86 -4.07 0.94
H -6.46 -4.68 2.52
H -8.27 -6.48 0.98
H -6.88 -6.86 1.97
H -6.71 -5.75 -0.88
H -5.33 -6.12 0.16
H -6.39 -7.42 -0.40
C 2.41 -1.16 -2.22
C 2.01 -2.43 -1.49
O 1.42 -3.43 -2.32
C 2.23 -3.92 -3.37
C 3.52 -4.56 -2.90
H 1.56 -0.75 -2.76
H 2.76 -0.42 -1.51
H 3.21 -1.33 -2.94
H 1.24 -2.20 -0.76
H 2.87 -2.84 -0.93
H 2.45 -3.11 -4.09
H 1.61 -4.65 -3.89
H 4.15 -3.84 -2.38
H 4.09 -4.94 -3.75
H 3.32 -5.38 -2.22
C 6.51 -3.40 -0.92
C 6.18 -1.92 -1.03
O 5.74 -1.34 0.19
C 6.67 -1.41 1.27
C 7.99 -0.73 0.98
H 5.65 -3.95 -0.52
H 6.76 -3.81 -1.90
H 7.36 -3.58 -0.26
H 5.34 -1.78 -1.71
H 7.03 -1.37 -1.44
H 6.83 -2.46 1.56
H 6.16 -0.93 2.10
H 8.52 -1.20 0.16
H 8.64 -0.77 1.86
H 7.84 0.32 0.73
C 8.07 1.40 -2.34
C 9.47 1.29 -1.78
O 10.50 1.34 -2.75
C 10.57 2.54 -3.50
C 10.81 3.78 -2.66
H 7.89 0.63 -3.09
H 7.34 1.28 -1.54
H 7.89 2.37 -2.81
H 9.60 0.32 -1.29
H 9.64 2.04 -1.00
H 9.67 2.67 -4.12
H 11.41 2.39 -4.18
H 9.98 3.99 -1.99
H 10.94 4.65 -3.31
H 11.71 3.67 -2.06
C 3.26 2.93 -0.09
C 3.47 2.99 -1.59
O 2.38 2.51 -2.35
C 1.15 3.19 -2.16
C 1.19 4.67 -2.52
H 3.04 1.90 0.23
H 4.16 3.26 0.43
H 2.44 3.57 0.24
H 4.31 2.35 -1.87
H 3.73 4.01 -1.89
H 0.78 3.06 -1.14
H 0.45 2.68 -2.82
H 1.85 5.23 -1.85
H 0.19 5.10 -2.43
H 1.54 4.81 -3.54
C 10.70 2.86 3.90
C 10.89 2.89 2.39
O 9.76 2.45 1.66
C 8.57 3.19 1.85
C 8.67 4.65 1.47
H 10.42 1.86 4.23
H 11.64 3.14 4.39
H 9.94 3.56 4.24
H 11.69 2.21 2.10
H 11.19 3.90 2.07
H 8.21 3.09 2.89
H 7.83 2.69 1.22
H 9.38 5.19 2.10
H 7.69 5.12 1.60
H 8.98 4.76 0.43
C -3.97 3.52 0.10
C -2.81 2.88 0.83
O -1.84 2.29 -0.03
C -1.19 3.16 -0.93
C -0.39 4.26 -0.25
H -4.46 2.81 -0.57
H -4.71 3.87 0.82
H -3.66 4.39 -0.49
H -3.17 2.04 1.43
H -2.34 3.59 1.52
H -1.90 3.60 -1.64
H -0.52 2.52 -1.49
H -1.02 4.96 0.30
H 0.15 4.84 -1.00
H 0.34 3.84 0.45
C -12.78 -1.81 0.48
C -12.68 -1.79 -1.04
O -13.58 -2.66 -1.70
C -14.96 -2.40 -1.48
C -15.41 -1.03 -1.93
H -12.65 -2.83 0.85
H -12.00 -1.18 0.91
H -13.74 -1.43 0.83
H -11.69 -2.14 -1.34
H -12.78 -0.76 -1.41
H -15.22 -2.56 -0.42
H -15.47 -3.17 -2.05
H -14.95 -0.23 -1.34
H -16.49 -0.94 -1.80
H -15.18 -0.87 -2.98
C 3.24 5.02 3.38
C 4.68 4.68 3.71
O 5.63 5.42 2.95
C 5.60 6.83 3.11
C 5.85 7.30 4.53
H 3.06 4.89 2.31
H 2.57 4.37 3.93
H 2.99 6.05 3.64
H 4.89 3.64 3.46
H 4.87 4.80 4.78
H 4.66 7.24 2.74
H 6.39 7.19 2.45
H 5.06 6.98 5.22
H 5.90 8.39 4.55
H 6.80 6.91 4.90
*
```



> Which of these has the highest frontier orbital gap?

C48H115BO8